Computed, not measured: C6H11N in the gas phase, with ωB97M-V/def2-TZVPD.

Geometry as XYZ:
```
18
Properties=species:S:1:pos:R:3:forces:R:3:mulliken_charge:R:1
C -0.3443 -3.2111 -0.0568 1.5507 -0.4839 1.3442 -1.04
C 0.1421 -2.0052 0.7481 -1.2251 1.1537 -1.4175 0.06
C 0.7183 -1.0026 0.0660 0.0085 -0.7581 0.8143 -0.39
C 1.0774 0.4277 0.4142 -0.0941 0.1201 0.4381 -0.57
C -0.1220 1.3520 0.2232 0.1953 -0.1095 0.4738 -0.54
C -0.1148 2.6681 -0.0490 -0.0087 -0.4787 -0.4579 -0.16
N -1.1872 3.2944 -0.6986 -0.4044 0.2447 0.1713 -0.59
H -1.2667 -3.0644 -0.6071 -0.1342 0.1271 0.1013 0.25
H -0.4236 -4.0495 0.6504 -0.3710 -0.0104 -0.4227 0.32
H 0.4720 -3.4826 -0.7313 -0.3101 -0.0505 -0.2699 0.31
H -0.3093 -1.8724 1.7257 0.3686 0.0685 0.2295 0.33
H 0.9987 -1.2935 -0.9404 -0.0158 0.2089 -0.2539 0.22
H 1.8596 0.6223 -0.3194 0.1153 0.6971 0.2912 0.28
H 1.4818 0.5738 1.4253 0.1044 -0.4523 -0.1226 0.30
H -1.0622 0.8679 0.4664 -0.3187 -0.0685 -0.9866 0.37
H 0.7019 3.3198 0.2504 0.3371 -0.1077 -0.6697 0.35
H -0.9891 4.1527 -1.1873 0.3144 0.2323 0.4871 0.26
H -1.6329 2.7026 -1.3799 -0.1121 -0.3327 0.2501 0.25
```
Forces are in eV/Å.

Computed properties:
* structure (SMILES): C/C=C/C/C=C/N
* HOMO level: -7.8 eV
* molar mass: 97.161 g mol⁻¹